(1)
Computed, not measured: C2H4N2OS3 as an isolated structure at a distorted geometry, with the ωB97M-V functional and the def2-TZVPD basis.

Element x y z (Å)
C1 -0.23802 0.04806 0.08043
C2 -1.74216 -0.22806 -0.02986
H1 1.92654 2.08722 0.52670
H2 -0.64214 2.11473 -0.01161
H3 2.32552 -2.26350 0.06577
H4 -0.83520 -2.15900 -0.22331
N1 0.03914 1.33086 0.24020
N2 0.64520 -0.79923 -0.02837
O1 1.19886 1.90837 -0.29180
S1 2.37310 -0.94800 -0.13115
S2 -2.09857 -1.87483 -0.04730
S3 -2.95226 0.78339 -0.14969

Summary:
* E: -39668.2843 eV
* orbital gap: 7.98 eV
* HOMO level: -8.74 eV
* ΔE to the lowest compared entry with this formula, charge and spin: 317.10 kJ/mol

These are the Mulliken partial charges, in e, on atoms 1 to 2: 0.523 0.295

(2)
Computed, not measured: one molecule with the formula C4H5NO2, with the ωB97M-V functional and the def2-TZVPD basis.

Element x y z (Å)
O1 -2.71910 0.76361 0.46966
C1 -2.03165 -0.23880 0.22952
C2 -0.64335 -0.26151 0.31538
C3 0.30262 0.90202 0.39204
N1 1.45492 0.30272 -0.32146
C4 1.24561 -0.98158 -0.54735
O2 0.08812 -1.38304 -0.20668
H1 -2.49726 -1.21219 -0.04954
H2 2.28807 0.79079 -0.60978
H3 -0.07410 1.80163 -0.11390
H4 0.62084 1.19023 1.40803
H5 1.96529 -1.67388 -0.96592

Summary:
* E: -9811.3936 eV
* orbital gap: 7.16 eV
* HOMO level: -6.95 eV
* ΔE to the lowest compared entry with this formula, charge and spin: 281.85 kJ/mol

These are the Mulliken partial charges, in e, on atoms 1 to 2: -0.651 -0.177

(3)
Computed, not measured: a 4-piece molecular cluster, C8H9Cl5F overall at a distorted geometry, with the ωB97M-V functional and the def2-TZVPD basis.

Element x y z (Å)
Cl1 -0.63185 2.15012 -2.26755
F1 -1.13476 -3.48767 1.93204
C1 -0.25027 -2.79191 1.21753
C2 1.09805 -2.80965 1.57444
C3 2.09628 -2.11255 0.89945
C4 1.64847 -1.29343 -0.14096
C5 0.32503 -1.26473 -0.52849
C6 -0.64895 -2.02228 0.13137
H1 1.40644 -3.52496 2.32253
H2 3.14934 -2.14253 1.13733
H3 2.27337 -0.63774 -0.72915
H4 0.04219 -0.61619 -1.34444
H5 -1.67278 -1.91789 -0.19619
C7 -3.76505 1.14933 -0.79584
Cl2 -3.80506 0.01352 0.58176
Cl3 -5.38677 1.42107 -1.46716
H6 -3.35862 2.09921 -0.44850
H7 -3.11679 0.87941 -1.62952
C8 2.31419 3.37814 -0.14722
Cl4 1.76102 4.48526 1.19930
Cl5 3.69485 2.35140 0.08575
H8 1.50272 2.68328 -0.36351
H9 2.45895 4.01077 -1.02295

Summary:
* E: -73774.1599 eV
* orbital gap: 7.68 eV
* total charge: -1
* HOMO level: -4.80 eV
* ΔE to the lowest compared entry with this formula, charge and spin: 0.00 kJ/mol

These are the Mulliken partial charges, in e, on atoms 1 to 2: -0.861 -0.314

(4)
Computed, not measured: a 2-piece molecular cluster, C2H4N5 overall at a distorted geometry, with the ωB97M-V functional and the def2-TZVPD basis.

Element x y z (Å)
C1 0.85565 -0.25718 -0.54673
C2 -2.47628 1.53386 1.75388
N1 -0.02038 -0.99473 -0.64494
N2 -2.77252 2.42273 2.40234
N3 -2.24050 -0.05394 0.20394
N4 1.94695 0.42250 -0.44013
N5 -1.81414 0.81519 0.91662
H1 -3.20084 -0.18591 0.09922
H2 -1.09481 -0.76891 -0.26355
H3 2.78525 -0.04922 -0.19117
H4 1.95834 0.99341 -1.23103

Summary:
* E: -9577.9813 eV
* orbital gap: 9.50 eV
* total charge: +1
* HOMO level: -15.61 eV
* ΔE to the lowest compared entry with this formula, charge and spin: 164.37 kJ/mol

These are the Mulliken partial charges, in e, on atoms 1 to 2: 0.397 0.327